Arrangement 1

{
  "formula": "C3H4N4O",
  "method": "ωB97M-V/def2-TZVPD",
  "homo_lumo_gap_ev": 9.331,
  "e_homo_ev": -9.171,
  "smiles": "c1nc[nH]ncon1",
  "species": ["C", "N", "C", "N", "N", "C", "O", "N", "H", "H", "H", "H"],
  "coordinates": [[-1.06462, 1.51049, -0.58063], [-1.40955, 0.13485, -0.27065], [-0.80984, -1.05573, -0.09469], [0.36267, -1.65810, 0.14849], [1.51430, -0.95327, 0.35125], [1.49649, 0.34089, 0.59730], [0.40189, 1.10624, 0.72489], [0.09896, 2.05796, -0.12912], [-1.81514, 1.90948, -1.20461], [-1.65699, -1.88668, -0.13470], [0.58799, -2.56580, 0.20036], [2.29384, 1.05968, 0.39210]]
}

Arrangement 2

{
  "formula": "C3H4N4O",
  "method": "ωB97M-V/def2-TZVPD",
  "homo_lumo_gap_ev": 9.450,
  "e_homo_ev": -9.249,
  "species": ["C", "C", "C", "H", "H", "H", "H", "N", "N", "N", "N", "O"],
  "coordinates": [[-1.45936, -1.02903, -0.26969], [1.95064, 0.27967, 0.06233], [0.50822, 0.81566, -0.16395], [-1.94359, 0.50614, 1.14901], [-1.52165, -2.08882, -1.08603], [2.85927, 0.87171, 0.62961], [-0.99485, 1.96342, -0.31868], [-2.44429, -0.35016, 0.35172], [0.00870, -0.49081, -0.14351], [2.09745, -0.93422, 0.17192], [-0.00765, 1.92633, -0.25495], [0.94710, -1.46990, -0.12779]]
}

Arrangement 3

{
  "formula": "C3H4N4O",
  "method": "ωB97M-V/def2-TZVPD",
  "homo_lumo_gap_ev": 9.309,
  "e_homo_ev": -9.130,
  "smiles": "[H]/N=c1\\cn[nH]c(O)n1",
  "species": ["H", "N", "C", "C", "N", "N", "C", "O", "N", "H", "H", "H"],
  "coordinates": [[-1.61940, -2.23207, 1.29158], [-1.97975, -1.57629, 0.57077], [-1.02905, -0.93233, 0.22601], [0.53502, -1.09082, 0.74001], [1.55241, -0.49064, 0.29489], [1.23131, 0.72614, -0.49527], [-0.07823, 1.07143, -0.65407], [-0.52341, 2.19674, -1.24572], [-1.03310, 0.24211, -0.36661], [0.65035, -2.01120, 1.20146], [2.21780, 1.02992, -0.65090], [0.07605, 3.06700, -0.91214]]
}

Arrangement 4

{
  "formula": "C3H4N4O",
  "method": "ωB97M-V/def2-TZVPD",
  "homo_lumo_gap_ev": 9.691,
  "e_homo_ev": -8.751,
  "smiles": "[H]/N=c1\\oncn1N=C",
  "species": ["H", "N", "C", "O", "N", "C", "N", "N", "C", "H", "H", "H"],
  "coordinates": [[-0.18675, 2.79862, -0.04600], [0.09000, 1.66770, -0.05643], [-0.71157, 0.76485, 0.10072], [-2.05396, 0.60933, -0.08824], [-2.40379, -0.66787, -0.04372], [-1.21631, -1.31993, -0.04497], [-0.16739, -0.53936, 0.12817], [1.08749, -1.00363, -0.06820], [1.93942, -0.16474, -0.03153], [-0.99296, -2.32255, 0.16635], [1.67274, 0.79558, 0.40877], [2.94306, -0.61800, -0.42494]]
}

Which is the most stable structure? arrangement 3 is the most stable.

Arrangement 1

{
  "formula": "C25H16ClN2O4PRhS2",
  "method": "ωB97M-V/def2-TZVPD",
  "homo_lumo_gap_ev": 7.540,
  "e_homo_ev": -5.477,
  "total_charge": -1,
  "species": ["Rh", "Cl", "C", "C", "C", "C", "O", "C", "C", "O", "C", "H", "H", "H", "H", "O", "C", "O", "C", "P", "C", "C", "C", "C", "C", "C", "C", "C", "C", "C", "C", "C", "H", "H", "H", "H", "H", "H", "H", "H", "H", "H", "H", "H", "S", "C", "S", "C", "C", "N", "C", "N"],
  "coordinates": [[0.91151, -0.11078, 0.70788], [4.00807, -3.65784, 6.50044], [3.52133, -2.96131, 4.97184], [4.42005, -2.99680, 3.88302], [4.07803, -2.45906, 2.68028], [2.80302, -1.83358, 2.46809], [2.54889, -1.31601, 1.33960], [1.90117, -1.85199, 3.57725], [0.55776, -1.39677, 3.46410], [-0.03797, -1.03582, 2.44269], [2.29357, -2.40089, 4.82106], [5.39117, -3.45566, 4.01992], [4.76278, -2.47317, 1.84286], [-0.02745, -1.41675, 4.39763], [1.59505, -2.38182, 5.64947], [0.04075, 3.63646, 2.39619], [0.28734, 2.70544, 1.64915], [0.85184, 1.59643, 1.97950], [-0.07084, 2.81549, 0.15253], [-0.59071, 1.16391, -0.37479], [-0.76487, 1.18239, -2.18007], [-0.06407, 2.09458, -2.96462], [-0.16033, 2.04606, -4.34706], [-0.95218, 1.08378, -4.95618], [-1.66394, 0.17961, -4.18156], [-1.57487, 0.23101, -2.79954], [-2.31952, 1.03049, 0.18275], [-2.65037, 0.26350, 1.29379], [-3.96765, 0.21206, 1.73479], [-4.95533, 0.92169, 1.07220], [-4.63030, 1.69036, -0.03855], [-3.31975, 1.74368, -0.48078], [0.85340, 3.06620, -0.37363], [-0.81867, 3.58573, -0.02802], [0.58185, 2.82884, -2.50424], [0.40223, 2.74877, -4.94763], [-1.00349, 1.02990, -6.03615], [-2.26998, -0.58501, -4.64939], [-2.12125, -0.48418, -2.19881], [-1.88406, -0.28443, 1.82081], [-4.21726, -0.38662, 2.60149], [-5.98031, 0.87977, 1.41937], [-5.39938, 2.24453, -0.56153], [-3.07073, 2.33618, -1.35341], [0.42254, -1.77521, -0.81662], [1.48271, -0.98769, -1.91658], [2.23041, 0.33464, -1.11901], [1.64937, -1.31306, -3.24530], [2.51974, -0.55948, -4.08297], [3.22021, 0.05660, -4.76040], [0.89585, -2.36786, -3.83290], [0.28462, -3.21631, -4.31891]]
}

Arrangement 2

{
  "formula": "C25H16ClN2O4PRhS2",
  "method": "ωB97M-V/def2-TZVPD",
  "homo_lumo_gap_ev": 7.319,
  "e_homo_ev": -5.388,
  "total_charge": -1,
  "species": ["Rh", "Cl", "C", "C", "C", "C", "O", "C", "C", "O", "C", "H", "H", "H", "H", "O", "C", "O", "C", "P", "C", "C", "C", "C", "C", "C", "C", "C", "C", "C", "C", "C", "H", "H", "H", "H", "H", "H", "H", "H", "H", "H", "H", "H", "S", "C", "S", "C", "C", "N", "C", "N"],
  "coordinates": [[-0.18022, -0.83590, 0.52167], [-4.33325, -2.75097, 6.54174], [-3.63184, -2.12282, 5.06958], [-4.22894, -1.01837, 4.43974], [-3.69895, -0.50482, 3.29167], [-2.51703, -1.04289, 2.68671], [-2.07409, -0.50990, 1.62038], [-1.94818, -2.18565, 3.33947], [-0.82088, -2.91863, 2.82917], [-0.15891, -2.70635, 1.81812], [-2.52053, -2.69329, 4.52368], [-5.11519, -0.57744, 4.87894], [-4.15452, 0.34618, 2.80231], [-0.52616, -3.78865, 3.44265], [-2.06131, -3.55215, 4.99934], [1.39386, 1.53125, 3.59622], [1.15224, 1.00600, 2.52401], [0.68434, -0.18079, 2.35418], [1.43116, 1.81365, 1.23530], [0.93625, 0.88781, -0.26311], [-0.09278, 2.06324, -1.20373], [0.02677, 2.44067, -2.53480], [-0.91503, 3.28163, -3.11473], [-1.98547, 3.75122, -2.37472], [-2.11750, 3.37505, -1.04403], [-1.18282, 2.53653, -0.46603], [2.52579, 0.48870, -1.06137], [3.49021, -0.00335, -0.17501], [4.71387, -0.44923, -0.64017], [4.99413, -0.42115, -1.99989], [4.03892, 0.04627, -2.88526], [2.81077, 0.49688, -2.42096], [2.49873, 2.02779, 1.18805], [0.92161, 2.77490, 1.27461], [0.83626, 2.08339, -3.14838], [-0.81271, 3.55360, -4.15725], [-2.72477, 4.39440, -2.83450], [-2.95952, 3.71959, -0.45802], [-1.32968, 2.21239, 0.55946], [3.26905, -0.08125, 0.88296], [5.44276, -0.83442, 0.06112], [5.94455, -0.78619, -2.36708], [4.23088, 0.03607, -3.94998], [2.07146, 0.79232, -3.14775], [-1.51110, -0.98361, -1.34847], [-0.26022, -1.80117, -2.20092], [0.92404, -2.16516, -0.98420], [-0.16751, -2.04592, -3.55279], [0.99872, -2.65255, -4.09169], [1.95509, -3.14434, -4.50792], [-1.20501, -1.62603, -4.42764], [-2.05734, -1.27655, -5.12066]]
}

Which is the most stable structure? arrangement 1 is the most stable.

Arrangement 1

{
  "formula": "CH14O6",
  "method": "ωB97M-V/def2-TZVPD",
  "homo_lumo_gap_ev": 10.918,
  "e_homo_ev": -10.417,
  "smiles": "CO.O.O.O.O.O",
  "species": ["C", "O", "H", "H", "H", "H", "O", "H", "H", "O", "H", "H", "O", "H", "H", "O", "H", "H", "O", "H", "H"],
  "coordinates": [[-0.65994, -0.34663, -3.45733], [-1.86651, 0.11557, -2.88539], [0.15310, -0.14403, -2.74892], [-0.87976, -1.41267, -3.62150], [-0.48550, 0.09689, -4.42739], [-2.05203, 1.04471, -3.02835], [0.47338, -0.21246, -0.31441], [-0.49273, -0.11237, -0.36815], [0.61509, -0.69124, -1.14824], [-2.31977, 0.21554, 1.41400], [-2.46615, -0.26699, 2.23914], [-2.37248, 1.13199, 1.73363], [0.88161, -0.77253, 2.63144], [0.93742, -0.68283, 1.63603], [0.00124, -1.16903, 2.68498], [0.24751, 2.58055, -2.93324], [0.68934, 3.19724, -3.53790], [0.84861, 2.51520, -2.18366], [2.69607, -1.90761, 6.28538], [3.53916, -2.19737, 5.91914], [2.51236, -0.98195, 6.11073]]
}

Arrangement 2

{
  "formula": "CH14O6",
  "method": "ωB97M-V/def2-TZVPD",
  "homo_lumo_gap_ev": 10.588,
  "e_homo_ev": -10.193,
  "smiles": "CO.O.O.O.O.O",
  "species": ["C", "O", "H", "H", "H", "H", "O", "H", "H", "O", "H", "H", "O", "H", "H", "O", "H", "H", "O", "H", "H"],
  "coordinates": [[-1.86746, 1.94041, 0.72390], [-0.50848, 1.56855, 1.27527], [-1.80048, 2.74046, 0.01407], [-2.07747, 0.96322, 0.18209], [-2.31342, 2.10731, 1.73485], [0.16289, 1.91865, 0.71396], [2.71004, 0.33039, 0.43813], [3.25642, 0.56936, 1.12838], [2.92055, -0.65564, 0.43901], [1.59435, -1.19354, 2.64905], [1.08579, -0.90870, 1.84505], [1.12070, -0.98839, 3.45766], [-2.77068, -2.40897, 1.64982], [-1.96420, -2.31839, 2.20247], [-3.03482, -1.55712, 1.31302], [1.15593, 1.69704, -1.84572], [1.10703, 1.25992, -2.72278], [1.73694, 1.06580, -1.33684], [0.23476, -1.99239, -4.51483], [-0.23321, -1.71994, -5.30005], [-0.51519, -2.41801, -4.04649]]
}

Which is the most stable structure? arrangement 1 is the most stable.

Arrangement 1

{
  "formula": "C6H11N2O",
  "method": "ωB97M-V/def2-TZVPD",
  "homo_lumo_gap_ev": [6.025, 6.023],
  "e_homo_ev": [-11.035, -11.034],
  "smiles": "CN(C=C=O)CCC=[NH2+]",
  "total_charge": 1,
  "species": ["C", "N", "C", "C", "O", "C", "C", "C", "N", "H", "H", "H", "H", "H", "H", "H", "H", "H", "H", "H"],
  "coordinates": [[-1.11555, 2.48828, 0.04964], [-0.92700, 1.11783, -0.28624], [-1.98716, 0.35076, 0.08461], [-1.99421, -0.98385, 0.23056], [-2.44401, -2.08500, 0.31355], [0.21802, 0.52897, -0.74431], [0.79061, -0.51847, 0.39083], [1.40990, -1.73330, -0.04811], [2.70015, -2.10371, 0.06818], [-0.60976, 3.20196, -0.51452], [-2.07640, 2.82843, -0.16112], [-0.77853, 2.67688, 1.08377], [-2.83433, 0.97016, 0.33997], [0.95507, 1.34147, -0.91277], [0.06244, -0.08291, -1.64181], [1.52632, 0.09074, 0.87820], [-0.07968, -0.91725, 0.99160], [0.84344, -2.68117, -0.23661], [2.89927, -3.03740, -0.23357], [3.44140, -1.45245, 0.34813]]
}

Arrangement 2

{
  "formula": "C6H11N2O",
  "method": "ωB97M-V/def2-TZVPD",
  "homo_lumo_gap_ev": 9.928,
  "e_homo_ev": -13.000,
  "total_charge": 1,
  "species": ["C", "C", "C", "C", "C", "C", "N", "N", "O", "H", "H", "H", "H", "H", "H", "H", "H", "H", "H", "H"],
  "coordinates": [[-2.43895, -1.13819, -0.31806], [-1.43264, -1.86472, 0.38448], [-2.12603, 0.28525, -0.52134], [-0.22686, -1.26988, 0.76714], [-0.89972, 0.84078, -0.12615], [0.05939, 0.06820, 0.47605], [2.49018, -0.08418, -0.92963], [1.09765, 0.98965, 1.02980], [-0.71256, 2.24043, -0.01359], [-3.35254, -1.51926, -0.83098], [-1.57246, -2.92443, 0.56599], [-2.77426, 0.97973, -1.03198], [0.56511, -1.75905, 1.32054], [2.04936, 0.72234, 0.49663], [2.86025, 0.33947, -1.77449], [2.25270, -1.05410, -1.30568], [3.19600, -0.17091, -0.28336], [1.41014, 0.81249, 2.03395], [0.82146, 1.89008, 0.79748], [-1.26624, 2.61632, -0.73679]]
}

Arrangement 3

{
  "formula": "C6H11N2O",
  "method": "ωB97M-V/def2-TZVPD",
  "homo_lumo_gap_ev": [6.396, 8.515],
  "e_homo_ev": [-12.532, -13.400],
  "total_charge": 1,
  "species": ["C", "C", "C", "C", "C", "C", "N", "N", "O", "H", "H", "H", "H", "H", "H", "H", "H", "H", "H", "H"],
  "coordinates": [[-1.97690, -0.37951, 1.01183], [-1.14213, -1.35266, 1.01971], [-1.01521, 1.41683, -0.14066], [-2.17218, 0.49564, -0.31171], [0.46413, -0.94314, -1.60833], [2.71984, 0.44372, 1.03115], [0.25076, 1.12318, -0.15576], [0.71092, -0.14247, -0.38864], [1.98923, -0.34162, 0.06244], [-2.87817, -0.11505, 1.62790], [-0.41396, -2.11673, 1.08855], [-1.29750, 2.48175, -0.01139], [-2.09604, -0.10120, -1.17303], [-3.12370, 1.09511, -0.16236], [1.13492, -0.75323, -2.48377], [0.73852, -1.97878, -1.29530], [-0.47417, -0.73338, -1.85152], [1.94847, 0.68929, 1.84595], [3.08830, 1.44479, 0.50581], [3.54487, -0.23254, 1.38914]]
}

Which is the most stable structure? arrangement 2 is the most stable.

Arrangement 1

{
  "formula": "C9H13N3",
  "method": "ωB97M-V/def2-TZVPD",
  "homo_lumo_gap_ev": [6.602, 6.458],
  "e_homo_ev": [-8.135, -8.070],
  "species": ["C", "C", "C", "C", "C", "C", "C", "C", "C", "N", "N", "N", "H", "H", "H", "H", "H", "H", "H", "H", "H", "H", "H", "H", "H"],
  "coordinates": [[3.08527, 3.04650, -0.65113], [2.98151, 1.81726, -0.32440], [2.84032, 0.53999, -0.30049], [2.62632, -0.78743, 0.04182], [0.23406, -0.91527, -0.05018], [3.93098, -1.52743, 0.32309], [-2.50340, 0.18577, 0.84673], [-1.22133, 1.57712, -0.95483], [-1.15997, 0.93256, 0.45843], [1.49957, -1.43540, 0.01977], [-0.01549, 0.12192, 0.64882], [-0.59400, -1.67318, -0.81469], [2.89199, 3.98946, -0.13409], [4.30993, -1.07368, 1.12561], [3.79808, -2.68994, 0.62003], [4.72512, -1.47433, -0.55290], [-2.99353, -0.23025, 0.00368], [-3.21582, 0.85431, 1.18113], [-2.25455, -0.47501, 1.68811], [-1.11372, 0.76828, -1.64920], [-0.48969, 2.29282, -1.20631], [-2.03912, 2.12810, -1.11381], [-1.16927, 1.80827, 1.20619], [-0.43167, -2.66696, -0.67957], [-1.49318, -1.21724, -0.92750]]
}

Arrangement 2

{
  "formula": "C9H13N3",
  "method": "ωB97M-V/def2-TZVPD",
  "homo_lumo_gap_ev": 9.608,
  "e_homo_ev": -8.892,
  "smiles": "C[C@@]12CCn3cnnc3[C@]1(C)C2",
  "species": ["C", "C", "C", "C", "N", "C", "N", "N", "C", "C", "C", "C", "H", "H", "H", "H", "H", "H", "H", "H", "H", "H", "H", "H", "H"],
  "coordinates": [[-1.85504, 0.04746, 0.57318], [-0.64012, 0.10596, -0.33824], [0.12863, 1.43194, -0.54303], [1.29062, 1.72476, 0.40919], [2.28488, 0.81198, 0.00075], [3.57392, 0.66932, 0.34390], [3.92208, -0.60443, 0.20596], [2.94548, -1.27349, -0.24706], [1.91942, -0.48723, -0.28037], [0.43610, -1.01365, -0.37912], [0.28067, -2.29758, 0.33735], [-0.49209, -0.78213, -1.54598], [-2.76278, -0.16089, 0.01870], [-1.85536, 1.09664, 0.91356], [-1.69672, -0.66239, 1.33746], [-0.53140, 2.30193, -0.46741], [0.54863, 1.42840, -1.51351], [1.58253, 2.70213, 0.28246], [0.86004, 1.49253, 1.46596], [4.20836, 1.42823, 0.78968], [0.20504, -2.37916, 1.44952], [1.12250, -2.91183, 0.00276], [-0.59633, -2.86639, -0.05624], [-0.25071, -0.31474, -2.57282], [-1.26997, -1.49390, -1.66797]]
}

Which is the most stable structure? arrangement 2 is the most stable.